Molecular formula: CH4NO2
Method: DFT, the ωB97M-V functional and the def2-TZVPD basis

```
! wB97M-V def2-TZVPD RIJCOSX def2/J DEFGRID3
* xyz -1 1
O -2.0257 0.1701 0.8724
H -1.2236 0.6022 0.5055
C 1.4788 -0.0437 -0.2748
N 0.6566 -0.5166 -1.4762
O 0.8037 0.4751 0.5925
H -1.7617 -0.7504 0.7383
H 0.2537 -1.4012 -1.1618
H -0.1781 0.0800 -1.6072
*
```

Calculated values
Max |F|: 1.0 eV Å⁻¹
E_LUMO: 4.6 eV
Energy relative to the best compared isomer or geometry (same formula, charge and spin): 51.8 kcal/mol

***

Molecular formula: C3H3Br2N
Method: DFT, the ωB97M-V functional and the def2-TZVPD basis

```
! wB97M-V def2-TZVPD RIJCOSX def2/J DEFGRID3
* xyz 0 1
Br -2.1723 2.5895 -1.1970
C -0.6550 1.4349 -1.0296
C 0.4082 1.6803 -0.2741
Br 0.5175 3.2867 0.9063
H -0.6474 0.6894 -1.8440
H 1.3763 1.1622 -0.3667
C -0.6555 -0.9151 1.7872
N -0.8875 0.1713 2.0751
H -0.2566 -1.9022 1.5587
*
```

Calculated values
SMILES: Br/C=C\Br.C#N
Max |F|: 2.0 eV Å⁻¹
E_LUMO: 0.6 eV
Energy relative to the best compared isomer or geometry (same formula, charge and spin): 31.0 kcal/mol

***

For reference, HOMO-LUMO gap by record: 6.64, 10.01 eV.
For reference, M by record: 62.05, 212.87 g mol⁻¹.